{
  "formula": "C4H4N2",
  "method": "ωB97M-V with the def2-TZVPD basis set",
  "species": ["N", "N", "C", "C", "C", "C", "H", "H", "H", "H"],
  "xyz": [[1.8366, 0.0912, 0.1196], [1.2956, -1.1023, 0.2399], [2.1884, 1.2105, -0.1417], [-1.5443, 1.2435, 0.1392], [-0.9228, 0.1177, 0.0482], [-0.1714, -0.9708, -0.0376], [-1.6983, 1.8377, -0.7195], [1.6371, -1.9841, -0.1880], [-2.1136, 1.5566, 0.9937], [-0.5073, -1.9999, -0.4538]],
  "forces_ev_per_angstrom": [[2.7, 3.1, -1.6], [-3.8, -0.4, 0.2], [-0.9, -3.0, 1.0], [-0.8, -0.2, 0.2], [2.0, -2.0, 0.1], [0.0, -1.9, -0.7], [0.2, 0.7, -0.9], [0.6, 1.7, 0.0], [0.1, 0.0, 0.5], [0.0, 2.0, 1.0]],
  "lumo_ev": 0.5,
  "fmax_ha_per_bohr": 0.085,
  "homo_ha": -0.33115,
  "homo_lumo_gap_ev": 9.54
}